(1)
Below is 3 unconnected molecules or ions with the total composition C2H6F2N2 in a non-equilibrium geometry, with properties calculated with wB97M-V/def2-TZVPD.

Properties
E_HOMO in eV: -10.6
SMILES: CC#N.NF.F
Lowest unoccupied orbital energy in eV: 0.747
2S+1: 1
E_tot in Ha: -388.93668

XYZ file:
```
12
Properties=species:S:1:pos:R:3:mulliken_charge:R:1
C 1.30 -1.84 -0.78 -0.5994
C 2.02 -0.68 -0.40 0.2874
N 2.34 0.27 0.10 -0.4018
H 1.78 -2.27 -1.60 0.2861
H 0.26 -1.46 -0.90 0.2238
H 1.34 -2.46 0.20 0.2108
N -1.51 0.47 -0.08 -0.3355
F -2.85 0.04 -0.09 -0.2118
H -1.51 1.02 0.83 0.2741
H -1.46 1.22 -0.89 0.2632
F -1.11 3.83 0.47 -0.3891
H -0.26 4.09 0.49 0.3922
```

(2)
Below is a molecular structure, C2H3FN2O2S in a non-equilibrium geometry, with properties calculated with wB97M-V/def2-TZVPD.

Properties
E_HOMO in eV: -9.9
Lowest unoccupied orbital energy in eV: -0.197
2S+1: 1
E_tot in Ha: -835.86941

XYZ file:
```
11
Properties=species:S:1:pos:R:3:mulliken_charge:R:1
C -1.79 -1.13 0.17 0.2254
C -0.87 -0.01 0.46 -0.2050
N -2.58 -1.91 -0.16 -0.3841
N 1.70 -0.03 0.57 0.3135
O 2.80 0.08 0.20 -0.3281
O 0.32 1.71 -1.08 -0.5141
F 1.07 -1.69 -0.07 -0.5247
S 0.42 0.10 -0.77 0.4066
H -1.55 0.89 0.59 0.3919
H -0.56 -0.16 1.54 0.2955
H 1.02 2.16 -1.45 0.3230
```

(3)
Below is 2 unconnected molecules or ions with the total composition C7H12 in a non-equilibrium geometry, with properties calculated with wB97M-V/def2-TZVPD.

Properties
E_HOMO (spin up / spin down) in eV: -7.7 / -7.7
Lowest unoccupied orbital energy (spin up / spin down) in eV: -0.398 / 0.526
2S+1: 1
E_tot in Ha: -273.68859

XYZ file:
```
19
Properties=species:S:1:pos:R:3:mulliken_charge:R:1
C -2.76 0.54 0.21 -0.9281
C -2.13 -0.14 -0.86 -0.3953
C -0.58 -0.09 -0.38 -0.7307
C 0.37 -0.80 -1.45 -0.5312
C 1.65 -0.68 -0.84 -0.1567
C 2.43 -0.32 0.08 0.5742
C 3.25 0.05 1.06 -1.2110
H -3.05 0.02 1.12 0.3338
H 0.35 1.08 2.26 0.1681
H -2.83 1.63 0.22 0.3350
H -2.39 -1.20 -0.97 0.3077
H -2.17 0.37 -1.83 0.3080
H -0.49 -0.61 0.57 0.4235
H -0.27 0.94 -0.27 0.4395
H 0.04 -1.84 -1.58 0.3156
H 0.28 -0.27 -2.40 0.3172
H 1.06 0.91 2.12 -0.1676
H 3.74 1.03 1.05 0.2977
H 3.47 -0.61 1.89 0.3003
```

(4)
Below is a molecular structure, C17H14F5N2O5STe2V in a non-equilibrium geometry, with properties calculated with wB97M-V/def2-TZVPD.

Properties
E_HOMO (spin up / spin down) in eV: -5.2 / -5.2
Lowest unoccupied orbital energy (spin up / spin down) in eV: 2.180 / 1.549
2S+1: 4
Net charge: -1
E_tot in Ha: -3519.78584

XYZ file:
```
47
Properties=species:S:1:pos:R:3:mulliken_charge:R:1
V -0.58 -0.17 -2.01 1.3412
O -2.62 3.40 -2.14 -0.5003
C -2.14 2.32 -2.11 0.5698
O -1.95 1.34 -1.41 -0.4099
C -1.43 1.81 -3.99 0.6048
O -1.38 2.76 -4.69 -0.5012
O -1.30 0.60 -3.92 -0.5432
C 2.87 1.19 1.13 -1.1191
Te 0.99 0.35 1.67 0.1951
C 1.15 1.59 3.41 -1.1586
C 2.59 2.02 3.49 0.4604
C 3.11 2.61 4.64 -0.6470
C 4.44 3.00 4.70 -0.5006
C 5.26 2.81 3.60 -0.4948
C 4.75 2.23 2.45 -0.6605
C 3.42 1.83 2.38 0.5898
H 2.73 1.92 0.33 0.4137
H 3.52 0.40 0.77 0.4996
H 0.85 1.02 4.29 0.4516
H 0.49 2.45 3.32 0.3726
H 2.46 2.75 5.49 0.4014
H 4.83 3.45 5.60 0.3698
H 6.30 3.11 3.64 0.3777
H 5.39 2.07 1.59 0.4279
N -1.88 -2.28 -4.31 -0.3040
C -2.56 -2.30 -3.16 0.6167
N -2.30 -1.52 -2.15 0.4033
C -3.10 -1.82 -1.05 -0.0527
C -3.04 -1.21 0.19 -0.3413
C -3.93 -1.61 1.18 -0.7810
C -4.87 -2.61 0.94 -0.4445
C -4.93 -3.24 -0.30 -0.4913
C -4.04 -2.83 -1.28 0.4689
S -3.88 -3.43 -2.91 -0.3693
H -1.06 -1.69 -4.38 0.1847
H -2.01 -3.02 -4.98 0.2219
H -2.31 -0.43 0.38 0.3379
H -3.89 -1.14 2.15 0.3917
H -5.55 -2.91 1.72 0.3632
H -5.65 -4.03 -0.48 0.3694
F 0.63 -1.03 -3.46 -0.6588
Te 2.03 -1.61 -1.84 1.3398
F 3.63 -2.20 -2.90 -0.5587
F 1.46 -3.30 -2.40 -0.4330
F 2.67 -2.43 -0.25 -0.4609
F 0.62 1.24 -1.92 -0.5553
O 0.23 -1.46 -1.04 -0.7871
```

(5)
Below is 2 unconnected molecules or ions with the total composition C3H3N3O in a non-equilibrium geometry, with properties calculated with wB97M-V/def2-TZVPD.

Properties
E_HOMO in eV: -9.6
SMILES: N=C=CC=O.N#N
Lowest unoccupied orbital energy in eV: 0.545
2S+1: 1
E_tot in Ha: -355.60766

XYZ file:
```
10
Properties=species:S:1:pos:R:3:mulliken_charge:R:1
N 2.34 -0.59 0.65 -0.4739
C 1.17 -0.67 0.35 0.6104
C -0.11 -0.81 0.03 -0.7102
C -1.17 -0.37 0.95 0.0555
O -1.02 -0.16 2.13 -0.4955
H 2.83 0.27 0.45 0.2944
H -0.36 -1.16 -0.97 0.4071
H -2.15 -0.22 0.46 0.3075
N -0.51 1.84 -1.54 0.0996
N -1.02 1.86 -2.51 -0.0949
```

(6)
Below is a molecular structure, C22H24BF2N3O2P2Ti in a non-equilibrium geometry, with properties calculated with wB97M-V/def2-TZVPD.

Properties
E_HOMO in eV: -15.4
Lowest unoccupied orbital energy in eV: -7.630
2S+1: 1
Net charge: +2
E_tot in Ha: -2923.90302

XYZ file:
```
57
Properties=species:S:1:pos:R:3:mulliken_charge:R:1
Ti 0.16 -0.90 0.91 -0.5955
O 3.44 0.64 2.60 -0.5290
C 2.34 0.29 2.31 0.0338
N 1.95 -0.37 1.16 0.2263
C 2.77 -0.45 0.06 -0.1554
O 3.66 0.30 -0.24 -0.5100
C 2.35 -1.63 -0.79 0.3668
C 3.16 -2.16 -1.78 -0.7790
C 2.76 -3.33 -2.40 -0.4413
C 1.57 -3.93 -2.00 -1.0497
C 0.79 -3.30 -1.04 -0.2041
N 1.16 -2.16 -0.45 0.6216
C 1.14 0.52 3.21 0.6346
C 1.29 1.21 4.41 -0.8419
C 0.16 1.43 5.19 -0.4916
C -1.06 0.97 4.73 -0.8483
C -1.13 0.30 3.51 -0.2622
N -0.05 0.08 2.76 0.7037
H 4.08 -1.65 -2.02 0.5642
H 3.37 -3.78 -3.17 0.4930
H 1.24 -4.85 -2.44 0.4789
H -0.15 -3.74 -0.72 0.6763
H 2.27 1.54 4.69 0.6100
H 0.24 1.97 6.12 0.4915
H -1.96 1.12 5.31 0.4792
H -2.09 -0.06 3.12 0.5100
C -1.51 2.85 0.80 -1.3515
P -0.23 1.65 0.25 1.5265
C 1.27 2.67 0.47 -1.6175
C -0.45 1.62 -1.56 0.3191
C -0.10 2.69 -2.38 -1.1042
C -0.26 2.60 -3.75 -0.9249
C -0.75 1.44 -4.32 -0.8454
C -1.12 0.36 -3.52 -0.8768
C -0.99 0.45 -2.14 0.6825
P -1.55 -0.87 -1.00 1.9553
C -2.04 -2.25 -2.10 -1.7661
C -3.20 -0.30 -0.45 -1.1743
H -1.35 3.78 0.27 0.4733
H -1.39 3.02 1.87 0.4823
H -2.53 2.51 0.61 0.3282
H 1.10 3.66 0.06 0.6423
H 2.14 2.21 -0.01 0.3950
H 1.49 2.77 1.54 0.4501
H 0.29 3.59 -1.95 0.3607
H 0.00 3.44 -4.37 0.4500
H -0.85 1.36 -5.39 0.4541
H -1.49 -0.54 -3.99 0.4093
H -2.86 -1.93 -2.75 0.5471
H -2.42 -3.07 -1.48 0.4222
H -1.21 -2.60 -2.70 0.4693
H -3.78 0.04 -1.31 0.4340
H -3.13 0.50 0.28 0.1771
H -3.72 -1.15 0.01 0.4443
F -0.54 -3.86 2.28 -0.1245
B -0.50 -2.59 1.96 0.4142
F -1.80 -2.13 1.72 -0.2335
```

(7)
Below is 2 unconnected molecules or ions with the total composition C3H3O3 in a non-equilibrium geometry, with properties calculated with wB97M-V/def2-TZVPD.

Properties
E_HOMO (spin up / spin down) in eV: -13.4 / -16.9
Lowest unoccupied orbital energy (spin up / spin down) in eV: -4.521 / -9.558
2S+1: 3
Net charge: +1
E_tot in Ha: -341.35793

XYZ file:
```
9
Properties=species:S:1:pos:R:3:mulliken_charge:R:1
C -2.57 0.05 -0.05 0.6781
C 1.00 -0.91 0.14 -0.4609
C 1.47 0.25 0.07 0.7222
O -3.65 -0.28 0.04 -0.2653
O 1.98 1.35 0.08 -0.3175
O -1.46 0.38 -0.13 -0.4075
H 1.37 -1.76 -0.42 0.3001
H 0.17 -1.16 0.80 0.2972
H 1.68 2.07 -0.53 0.4534
```

(8)
Below is a single C7H9NO2 molecule in a non-equilibrium geometry, with properties calculated with wB97M-V/def2-TZVPD.

Properties
E_HOMO in eV: -9.5
SMILES: C=C(C)COc1ccon1
Lowest unoccupied orbital energy in eV: 0.925
2S+1: 1
E_tot in Ha: -477.24864

XYZ file:
```
19
Properties=species:S:1:pos:R:3:mulliken_charge:R:1
C -0.34 -0.23 2.61 -0.9555
C 0.43 0.12 1.59 0.8803
C 0.68 1.60 1.15 -1.2313
C 1.09 -0.88 0.71 -0.6616
O 1.11 -0.60 -0.67 -0.3944
C -0.06 -0.50 -1.30 0.7346
C -0.18 -0.19 -2.68 -0.4168
C -1.53 -0.27 -2.87 -0.2837
O -2.13 -0.47 -1.68 -0.2377
N -1.20 -0.77 -0.69 -0.2537
H -0.54 -1.32 2.68 0.2415
H -0.82 0.51 3.21 0.3310
H 1.51 2.05 1.69 0.3253
H 0.85 1.60 0.13 0.2830
H -0.27 2.12 1.26 0.3895
H 0.57 -1.92 0.98 0.3231
H 2.13 -1.13 0.90 0.2774
H 0.77 0.22 -3.26 0.2459
H -2.08 0.06 -3.75 0.4029
```